Record 1
A 2-piece molecular cluster, C5H8N2 overall in a non-equilibrium geometry, computed with wB97M-V/def2-TZVPD.

XYZ file:
```
15
Properties=species:S:1:pos:R:3:forces:R:3:lowdin_charge:R:1
C 1.419732 0.995790 3.064241 -1.5 -1.1 1.2 -0.09
C 0.860661 -0.351705 0.384452 -2.3 1.5 4.3 -0.21
C 0.719706 -0.125976 2.556023 2.0 -2.5 -5.1 -0.21
C -0.732083 -0.205375 -1.509749 -1.7 1.0 0.2 -0.12
C -0.356538 0.447156 -0.189736 2.8 -0.8 -1.7 -0.20
N 0.138881 1.020840 3.100890 -0.1 2.2 0.9 0.10
N 1.760538 -1.120132 0.075184 1.1 -1.2 -1.3 0.09
H 2.215309 1.319277 3.697193 0.5 0.9 -0.3 0.10
H 0.709833 -1.136758 2.990177 -0.3 0.4 -0.1 0.09
H -0.326207 0.347390 -2.297612 1.1 0.5 -1.4 0.05
H -1.785902 -0.157196 -1.748453 -0.6 0.3 0.4 0.07
H -0.560682 -1.232692 -1.618863 0.9 -1.5 0.1 0.05
H -1.173170 0.528602 0.456599 -0.9 -0.3 1.5 0.07
H -0.047125 1.492572 -0.394341 0.1 -0.5 0.2 0.12
H 2.005831 -1.508954 -0.882201 -0.9 1.1 1.1 0.09
```
Positions in Å, forces in eV/Å.

E_tot ... -8289.0543 eV
Gap between HOMO and LUMO ... 8.17 eV
E_HOMO ... -7.348 eV
ΔE to the lowest compared entry with this formula, charge and spin ... 573.3 kJ/mol


Record 2
A single C5H8N2 molecule in a non-equilibrium geometry, computed with wB97M-V/def2-TZVPD.

XYZ file:
```
15
Properties=species:S:1:pos:R:3:forces:R:3:lowdin_charge:R:1
C -1.354611 -1.312568 0.400763 0.0 -0.1 0.0 -0.03
N -0.148617 -0.545941 0.162117 0.2 0.0 -0.5 -0.12
C 1.155635 -0.958563 0.256439 0.4 -0.3 0.2 -0.11
C 1.970495 0.062869 -0.158349 0.2 -0.3 0.2 -0.11
C 1.144626 1.152975 -0.525880 0.0 -0.2 -0.3 -0.07
C -0.147346 0.709365 -0.360660 1.1 -1.3 -1.4 -0.46
N -1.383229 1.399561 -0.337798 1.4 1.0 2.2 0.09
H -2.037820 -1.136441 -0.432087 0.0 -0.2 0.1 0.09
H -1.092756 -2.371075 0.461375 -0.1 0.2 0.0 0.09
H -1.866136 -1.012439 1.322854 0.2 0.0 -0.1 0.09
H 1.385220 -1.943536 0.625546 0.1 0.0 0.0 0.11
H 3.048901 0.047977 -0.179592 0.0 -0.1 0.0 0.09
H 1.446697 2.151132 -0.824654 -0.1 -0.3 0.0 0.10
H -0.758517 1.652117 0.565853 -3.6 1.8 -0.9 0.16
H -1.345474 2.184395 -1.001848 0.2 -0.3 0.6 0.08
```
Positions in Å, forces in eV/Å.

E_tot ... -8293.0026 eV
Gap between HOMO and LUMO ... 8.59 eV
Structure (SMILES) ... Cn1cccc1N
E_HOMO ... -7.633 eV
ΔE to the lowest compared entry with this formula, charge and spin ... 192.4 kJ/mol


Record 3
A 2-piece molecular cluster, C5H8N2 overall in a non-equilibrium geometry, computed with wB97M-V/def2-TZVPD.

XYZ file:
```
15
Properties=species:S:1:pos:R:3:forces:R:3:lowdin_charge:R:1
C -2.028484 0.128732 0.037369 0.1 -0.1 0.2 -0.04
C -0.998979 -0.422336 -0.923680 -0.4 0.2 -0.4 -0.34
C 0.304455 0.219243 -1.214445 0.1 0.5 -0.1 -0.28
C 0.800099 1.287117 -0.362812 0.7 0.8 0.9 -0.21
N 1.312156 1.987054 0.409009 -1.0 -0.4 -1.3 0.17
N 0.222194 -1.083896 -0.523826 -0.9 -0.3 -0.7 0.16
C 1.991621 -0.570511 1.439928 0.7 -0.3 0.9 0.10
H -1.573064 0.772288 0.795130 0.0 -0.1 -0.1 0.08
H -2.781567 0.710461 -0.507868 0.2 -0.1 0.1 0.08
H -2.541686 -0.697638 0.539491 0.1 0.1 0.0 0.08
H -1.456857 -0.877570 -1.812569 0.2 -0.1 0.3 0.15
H 0.697629 0.251850 -2.232578 -0.1 -0.2 0.3 0.14
H 1.780339 -0.567718 0.397339 0.6 0.0 0.3 -0.07
H 2.759219 -1.241712 1.820355 -0.3 0.0 0.0 0.00
H 1.512930 0.104637 2.139159 0.0 -0.1 -0.3 0.00
```
Positions in Å, forces in eV/Å.

E_tot ... -8289.1671 eV
Gap between HOMO and LUMO (spin up / spin down) ... 11.06 / 7.06 eV
E_HOMO (spin up / spin down) ... -10.546 / -8.307 eV
ΔE to the lowest compared entry with this formula, charge and spin ... 562.4 kJ/mol


Record 4
A single C5H8N2 molecule in a non-equilibrium geometry, computed with wB97M-V/def2-TZVPD.

XYZ file:
```
15
Properties=species:S:1:pos:R:3:forces:R:3:lowdin_charge:R:1
C 1.909584 0.843305 -0.043575 0.7 0.0 0.3 -0.06
C 0.670025 0.215665 -0.530617 -3.4 1.9 0.8 -0.31
C 0.416794 -1.198208 -0.648201 0.0 -1.1 -0.3 -0.14
N -0.214323 -0.527436 0.471956 1.5 -0.6 0.3 -0.08
C -1.650065 -0.420323 0.343128 0.3 -0.3 -0.4 -0.23
C -2.138772 0.677025 1.136163 -0.6 1.3 0.8 -0.21
N -2.531030 1.570906 1.746591 0.2 -0.4 -0.3 0.15
H 2.378915 0.182493 0.682754 0.1 0.0 0.1 0.08
H 1.747870 1.811760 0.430411 -0.2 -0.1 0.0 0.08
H 2.608920 0.990901 -0.867386 0.0 0.0 0.0 0.08
H -0.107199 0.895917 -0.955591 1.3 -0.4 -0.8 0.15
H -0.216894 -1.571830 -1.443641 0.0 0.0 -0.1 0.11
H 1.220376 -1.862598 -0.362652 0.1 -0.2 -0.1 0.11
H -2.003920 -0.264305 -0.686092 0.0 -0.1 -0.1 0.13
H -2.090279 -1.343270 0.726753 0.0 0.0 -0.1 0.13
```
Positions in Å, forces in eV/Å.

E_tot ... -8292.9671 eV
Gap between HOMO and LUMO ... 10.64 eV
Structure (SMILES) ... C[C@H]1CN1CC#N
E_HOMO ... -9.718 eV
ΔE to the lowest compared entry with this formula, charge and spin ... 195.8 kJ/mol